Run P
# C6H15NO

A 2-piece molecular cluster, C6H15NO overall (ωB97M-V/def2-TZVPD, OMol25).

Structure (XYZ):
```
23
Properties=species:S:1:pos:R:3:lowdin_charge:R:1
H 0.9938 -0.4266 1.8052 0.09
C -1.9423 0.1230 0.6274 -0.23
N 3.4025 0.6411 0.1318 -0.04
H -2.6659 2.2325 0.8699 0.10
C -2.7914 1.2956 0.2039 -0.11
C 2.0675 0.9061 -0.3278 -0.24
H -1.9276 -2.7687 -1.7138 0.09
H -1.8714 -1.4121 -0.9932 -0.01
H 1.4226 1.4304 0.4811 0.08
C 1.3974 -0.6322 -0.3842 -0.16
C 0.4960 -0.7204 0.9001 -0.23
H 2.1380 -1.4795 -0.2218 0.10
H 4.0382 0.3922 -0.5624 0.03
H 3.5243 -0.0732 0.8682 0.08
H -2.3491 -0.9148 0.7389 0.11
H 0.1318 -1.7787 1.0382 0.12
H 1.8709 1.5611 -1.1913 0.11
O -1.5357 -1.8272 -1.8194 -0.11
H 0.8248 -0.7822 -1.3503 0.09
H -0.3097 1.4316 0.8097 0.14
C -0.6418 0.2690 0.8053 -0.17
H -2.3906 1.4952 -0.7811 0.06
H -3.8822 1.0381 0.0657 0.08
```

Computed properties:
* gap between HOMO and LUMO: 9.273 eV
* HOMO level: -8.41 eV
* LUMO level: 0.863 eV
* SMILES: C/C=C/CCCN.O



Run Q
# C6H15NO

A 2-piece molecular cluster, C6H15NO overall (ωB97M-V/def2-TZVPD, OMol25).

Structure (XYZ):
```
23
Properties=species:S:1:pos:R:3:lowdin_charge:R:1
H -0.7483 1.0567 1.1420 0.13
C -0.8821 -1.3006 -0.6295 -0.15
C 1.5729 -0.4320 -0.9828 -0.04
H 0.8230 1.3182 0.6518 0.06
H -1.5116 1.1147 -1.3388 0.11
H -1.8835 -0.8981 -0.6293 0.10
H -0.0882 -1.2875 3.0191 0.04
H 1.1422 -1.3876 2.0932 0.04
H -0.5667 -3.0853 0.5540 0.06
H 2.0072 0.3318 -0.3069 0.08
C 0.0672 -0.3855 -0.8823 -0.32
H 0.0410 1.5961 -1.8357 0.11
H 1.8670 -1.4401 -0.7215 0.07
H 1.8117 -0.1091 -1.9872 0.08
C -0.4506 1.0443 -1.0294 -0.18
H -0.4807 3.4480 1.3199 0.05
H 0.5341 3.4908 -0.0935 0.06
H -0.0083 -3.2244 -1.1082 0.07
N -0.2560 3.1196 0.3969 0.00
C -0.7670 -2.7645 -0.4689 -0.11
C -0.1634 1.6536 0.3595 -0.30
O 0.4651 -0.7807 2.4192 -0.05
H -1.6891 -3.2564 -0.8008 0.07
```

Computed properties:
* gap between HOMO and LUMO: 9.084 eV
* HOMO level: -8.40 eV
* LUMO level: 0.681 eV
* SMILES: C/C=C(\C)CCN.O



Result of the stability comparison: run P is the least stable of them.



Run P
# CH8N2S

A 2-piece molecular cluster, CH8N2S overall (ωB97M-V/def2-TZVPD, OMol25).

Structure (XYZ):
```
12
Properties=species:S:1:pos:R:3:lowdin_charge:R:1
H -1.7598 2.3402 0.9334 0.05
H 0.2457 2.5977 -0.6153 0.06
N 0.9495 2.4241 0.0789 -0.02
H -0.0758 -2.6747 -2.1934 -0.19
N -1.0702 2.9109 1.3958 0.00
H -0.3032 -3.2648 -0.1432 -0.20
S -0.0818 -3.8355 -1.3972 0.38
C 0.3738 2.3957 1.3526 -0.36
H 0.3088 1.3945 1.7533 0.08
H 0.9089 3.1162 2.0147 0.12
H 1.8369 2.8783 -0.1075 0.07
H -1.2505 3.2608 2.2754 0.01
```

Computed properties:
* gap between HOMO and LUMO: 9.649 eV
* HOMO level: -8.90 eV
* LUMO level: 0.751 eV
* SMILES: NCN.S



Run Q
# CH8N2S

A 2-piece molecular cluster, CH8N2S overall (ωB97M-V/def2-TZVPD, OMol25).

Structure (XYZ):
```
12
Properties=species:S:1:pos:R:3:lowdin_charge:R:1
H -0.4227 -1.7218 0.5980 0.06
H 1.3014 -0.7259 -1.1430 0.04
H 2.2391 0.4176 -0.5820 0.05
C 1.0500 -0.2499 0.8499 -0.39
N 1.2633 0.1132 -0.5943 -0.03
H 1.9353 -0.8419 1.1420 0.10
H -0.9235 -0.3810 1.4192 0.04
N -0.1299 -0.9554 1.1798 -0.01
S -2.1493 1.1737 -0.8903 0.46
H -2.2702 0.3209 -1.9307 -0.21
H -2.8690 2.1614 -1.4503 -0.23
H 0.9755 0.6891 1.4019 0.11
```

Computed properties:
* gap between HOMO and LUMO: 9.830 eV
* HOMO level: -8.92 eV
* LUMO level: 0.912 eV
* SMILES: NCN.S



Run R
# CH8N2S

A 2-piece molecular cluster, CH8N2S overall (ωB97M-V/def2-TZVPD, OMol25).

Structure (XYZ):
```
12
Properties=species:S:1:pos:R:3:lowdin_charge:R:1
N -0.3872 -2.5291 -0.4646 -0.02
S 1.6295 5.0855 0.9225 0.44
C -1.5992 -3.3259 -0.7449 -0.37
H -0.7885 -4.9078 0.1242 0.05
H -1.9287 -3.0427 -1.7392 0.10
H -1.0617 -5.2033 -1.3587 0.06
H 0.5118 5.8198 0.6989 -0.22
H 0.3811 -2.7255 -1.1032 0.06
H 2.1479 5.4575 -0.2740 -0.22
N -1.5058 -4.7628 -0.5620 -0.01
H -0.0954 -2.6632 0.4875 0.05
H -2.2936 -2.9030 -0.0215 0.10
```

Computed properties:
* gap between HOMO and LUMO: 10.165 eV
* HOMO level: -9.12 eV
* LUMO level: 1.048 eV
* SMILES: NCN.S



Result of the stability comparison: run P is the least stable of them.



Run P
# C4H6NO2

C4H6NO2 as an isolated structure (ωB97M-V/def2-TZVPD, OMol25).

Structure (XYZ):
```
13
Properties=species:S:1:pos:R:3:lowdin_charge:R:1
H 1.7846 -0.0537 -0.9451 0.17
H -0.2234 0.0893 -2.2356 0.16
C -0.2319 -0.4511 -1.2706 -0.01
O 1.7158 0.3226 2.5776 0.13
C 0.3708 0.0594 0.5723 -0.12
N 1.0798 -0.6031 -0.5357 0.17
H 1.2558 -1.6547 -0.4395 0.24
H -0.7828 -1.3600 -1.2698 0.14
H -2.5912 1.2031 -0.6433 0.19
C -0.8277 0.3923 -0.1464 -0.16
O -1.9302 1.0760 0.0901 0.17
H -0.3634 0.5927 2.3289 0.17
C 0.7438 0.3871 1.9173 -0.26
```

Computed properties:
* gap between HOMO and LUMO: 9.546 eV
* HOMO level: -13.97 eV
* total charge: +1
* LUMO level: -4.429 eV



Run Q
# C4H6NO2

C4H6NO2 as an isolated structure (ωB97M-V/def2-TZVPD, OMol25).

Structure (XYZ):
```
13
Properties=species:S:1:pos:R:3:lowdin_charge:R:1
H -0.3090 -1.0932 -1.0211 0.16
C 0.4352 -1.6551 -0.2830 0.06
H 0.3046 1.7802 -0.8785 0.15
O 2.5042 1.4525 2.3751 0.24
H 0.0960 -2.3636 0.3632 0.08
N -0.0934 1.7207 0.0082 0.28
H -1.1241 1.6054 -0.0229 0.20
H 0.0104 2.6692 0.3612 0.19
C 0.9540 -0.6108 0.5497 -0.19
O 1.9967 -0.5979 1.4713 0.13
C 1.8214 0.7907 1.6672 -0.33
C 0.7233 0.7065 0.6762 -0.08
H 1.1161 -2.1121 -0.9256 0.10
```

Computed properties:
* gap between HOMO and LUMO: 10.307 eV
* HOMO level: -14.67 eV
* total charge: +1
* LUMO level: -4.367 eV



Result of the stability comparison: run P is the least stable of them.



Run P
# C5H5NO2

An isolated molecule of C5H5NO2 (ωB97M-V/def2-TZVPD, OMol25).

Structure (XYZ):
```
13
Properties=species:S:1:pos:R:3:lowdin_charge:R:1
H -2.8265 -0.9151 -0.5312 0.08
O 1.1906 2.1461 0.0005 0.10
C 1.4963 -1.0745 0.3296 -0.12
H -1.9567 -0.3393 1.0683 0.07
N 2.2770 -1.9047 0.1774 0.19
H -0.0715 1.3465 1.4851 0.10
H -0.3959 -0.7227 -1.5899 0.12
C -1.9213 -0.5410 -0.0074 0.07
O 0.0510 0.4088 1.5321 0.05
C 1.0737 1.0895 -0.5386 -0.18
H 1.2935 1.0172 -1.6695 0.17
C -0.6833 -0.4865 -0.5639 -0.09
C 0.4731 -0.0242 0.3077 -0.55
```

Computed properties:
* gap between HOMO and LUMO: 10.533 eV
* HOMO level: -10.44 eV
* LUMO level: 0.095 eV
* SMILES: C=C[C@@](O)(C#N)C=O



Run Q
# C5H5NO2

C5H5NO2 as an isolated structure (ωB97M-V/def2-TZVPD, OMol25).

Structure (XYZ):
```
13
Properties=species:S:1:pos:R:3:lowdin_charge:R:1
H -1.4900 2.2720 -0.5232 0.21
H 2.7730 -1.8501 -0.0690 0.09
C -2.0666 0.0770 0.0341 -0.10
H -3.2690 0.3987 0.6654 0.19
H -0.0076 -1.9465 0.0739 0.14
H -0.8188 1.5378 1.2728 0.17
O -1.9085 -1.1972 -0.6399 -0.19
C 2.1347 -1.0556 0.1055 -0.17
C -0.8344 1.2008 0.0372 -0.12
C 0.4399 0.3778 -0.3674 -0.26
O 1.6295 1.0926 -0.5526 -0.06
N 2.7437 0.0716 -0.1489 0.11
C 0.6740 -0.9790 0.1122 -0.01
```

Computed properties:
* gap between HOMO and LUMO: 8.982 eV
* HOMO level: -9.46 eV
* LUMO level: -0.480 eV



Run R
# C5H5NO2

An isolated molecule of C5H5NO2 (ωB97M-V/def2-TZVPD, OMol25).

Structure (XYZ):
```
13
Properties=species:S:1:pos:R:3:lowdin_charge:R:1
H -1.1179 -1.6314 -1.0118 0.15
H 2.4151 2.0029 0.2136 0.06
C 1.9600 1.1156 0.1020 0.11
C -1.5893 0.1847 0.0544 -0.06
C 0.5513 0.7854 -0.1781 -0.30
H -0.9484 -1.6492 0.9320 0.15
O 1.5723 -0.9882 -0.1913 0.05
H -1.7415 0.2013 1.1350 0.09
N 2.5767 -0.1846 -0.0703 0.07
C 0.4725 -0.4368 -0.1987 -0.48
H -2.8030 0.3896 -0.4127 0.20
C -0.7132 -1.1503 -0.0600 -0.04
O -0.6346 1.3611 -0.3142 -0.01
```

Computed properties:
* gap between HOMO and LUMO: 9.679 eV
* HOMO level: -8.91 eV
* LUMO level: 0.767 eV
* SMILES: c1noc2c1OCC2



Result of the stability comparison: run Q is the least stable of them.